[1]
The following is a DFT calculation (ωB97M-V/def2-TZVPD) of a 2-piece molecular cluster, C14H9Cl6NO2 overall.

```
32
C14H9Cl6NO2 (ωB97M-V/def2-TZVPD)
Cl 0.383 0.008 0.341
C 1.790 2.400 -0.456
Cl 3.094 1.646 -1.177
C 0.845 2.932 -1.450
O 0.513 2.349 -2.383
C 0.276 4.299 -1.140
Cl -0.645 5.024 -2.293
C 0.690 4.930 0.053
Cl 0.106 6.522 0.337
C 1.468 4.320 1.081
Cl 1.903 5.127 2.445
C 1.968 2.973 0.758
Cl 2.963 2.266 1.953
C 2.457 -2.671 1.278
C 1.308 -2.480 0.265
C -0.044 -1.905 0.862
N -1.126 -2.214 0.204
C -1.278 -2.208 -1.193
C -2.506 -2.246 -1.813
C -3.690 -2.309 -1.081
C -3.567 -2.349 0.295
C -2.324 -2.313 0.910
O 1.449 -2.707 -0.938
H 2.311 -2.002 2.134
H 2.484 -3.691 1.615
H 3.355 -2.446 0.740
H -0.048 -1.995 1.889
H -0.359 -2.106 -1.696
H -2.488 -2.186 -2.909
H -4.616 -2.309 -1.563
H -4.465 -2.372 0.941
H -2.206 -2.287 1.989
```

## Properties
Charge: 0
Spin multiplicity: 1
E_HOMO, eV: -6.006
Strongest force on any atom, Eh/bohr: 0.1584
LUMO, eV: -2.74
Kohn-Sham gap, eV: 3.27

Atomic partial charges in e from the Mulliken method, atoms 1 to 8: number 1, Cl, carries -0.059; number 2, C, carries -0.412; number 3, Cl, carries -0.197; number 4, C, carries 0.464; number 5, O, carries -0.639; number 6, C, carries -0.135; number 7, Cl, carries -0.185; number 8, C, carries 0.558


[2]
The following is a DFT calculation (ωB97M-V/def2-TZVPD) of C15H10Co2N2O9 as an isolated structure.

```
38
C15H10Co2N2O9 (ωB97M-V/def2-TZVPD)
C 0.799 -2.056 1.645
N 0.175 -0.941 0.979
C -1.192 -0.702 1.190
O -1.832 -1.422 1.955
C -1.780 0.392 0.528
C -1.014 1.247 -0.287
O -1.481 2.273 -0.780
N 0.327 0.916 -0.510
C 1.083 1.710 -1.446
C 0.945 -0.158 0.122
O 2.124 -0.395 -0.063
H 1.849 -2.105 1.351
H 0.721 -1.928 2.724
H 0.291 -2.977 1.362
H -2.825 0.597 0.670
H 2.104 1.331 -1.496
H 0.614 1.645 -2.427
H 1.086 2.750 -1.120
O 2.776 3.891 3.371
C 2.028 3.702 4.204
Co 0.789 3.405 5.485
C 0.893 1.731 6.155
O 0.946 0.674 6.568
C 0.896 4.489 6.960
O 0.944 5.166 7.871
C -0.964 4.224 4.875
C -0.881 2.868 4.338
C -0.706 2.720 2.897
Co -2.586 3.199 5.517
C -2.686 1.432 5.972
O -2.732 0.332 6.257
C -3.871 3.714 4.360
O -4.654 4.045 3.607
C -2.591 4.086 7.109
O -2.578 4.631 8.107
H -1.161 4.971 4.109
H -0.808 1.751 2.452
H -0.376 3.528 2.269
```

## Properties
Charge: -2
Spin multiplicity: 1
Relative energy (zero: lowest compared OMol25 entry of this formula, charge and spin), kJ/mol: 152.19
E_HOMO, eV: -1.566
Strongest force on any atom, Eh/bohr: 0.0951
LUMO, eV: 4.64
Kohn-Sham gap, eV: 6.20

Atomic partial charges in e from the Mulliken method, atoms 1 to 8: number 1, C, carries -1.108; number 2, N, carries 0.063; number 3, C, carries 0.530; number 4, O, carries -0.769; number 5, C, carries -0.635; number 6, C, carries 0.423; number 7, O, carries -0.771; number 8, N, carries 0.069


[3]
The following is a DFT calculation (ωB97M-V/def2-TZVPD) of one molecule with the formula C15H10F3N3O.

```
32
C15H10F3N3O (ωB97M-V/def2-TZVPD)
F 0.719 -3.023 -4.207
F 0.230 -1.403 -5.546
F 2.133 -1.349 -4.675
N -1.050 2.001 2.074
N 0.129 1.217 -2.253
O -0.687 -1.424 0.168
C -0.364 1.148 1.384
C 0.357 0.476 -3.411
C -0.032 0.668 -1.011
C 0.548 -2.256 3.568
C 0.726 -0.972 4.186
C 0.101 -2.371 2.260
C 0.479 0.040 3.374
C 0.265 -1.508 -2.057
C -0.112 -0.810 -0.893
C -0.239 -1.220 1.498
C 0.089 -0.030 2.075
C 0.460 -0.866 -3.254
N -0.191 1.537 0.084
C 0.900 -1.718 -4.430
C -1.441 3.103 1.145
C -0.849 2.835 -0.215
H 0.462 1.038 -4.297
H 0.558 -3.153 4.274
H 1.169 -0.696 5.108
H -0.103 -3.388 1.893
H 0.643 1.021 3.813
H 0.453 -2.551 -1.925
H -2.503 3.223 1.108
H -0.998 4.092 1.510
H -0.137 3.557 -0.528
H -1.714 2.782 -0.823
```

## Properties
Charge: 0
Structure (SMILES): FC(F)(F)c1cnc2c(c1)Oc1ccccc1C1=NCCN12
Spin multiplicity: 1
Relative energy (zero: lowest compared OMol25 entry of this formula, charge and spin), kJ/mol: 215.07
E_HOMO, eV: -8.409
Strongest force on any atom, Eh/bohr: 0.0916
LUMO, eV: 0.38
Kohn-Sham gap, eV: 8.79

Atomic partial charges in e from the Mulliken method, atoms 1 to 8: number 1, F, carries -0.263; number 2, F, carries -0.279; number 3, F, carries -0.246; number 4, N, carries -0.722; number 5, N, carries -0.546; number 6, O, carries -0.515; number 7, C, carries 0.510; number 8, C, carries -0.941


[4]
The following is a DFT calculation (ωB97M-V/def2-TZVPD) of one molecule with the formula C15H10N2O3.

```
30
C15H10N2O3 (ωB97M-V/def2-TZVPD)
N -1.201 -0.297 -2.007
O -3.400 1.552 -2.399
O 1.013 0.932 2.322
O -0.667 0.735 -0.034
C -1.473 0.658 -1.124
C -4.187 2.661 -2.383
C 1.612 1.253 3.528
C -3.807 3.502 -1.373
C 2.481 0.272 3.874
C -2.681 2.874 -0.762
C 2.403 -0.732 2.891
C -2.499 1.664 -1.394
C 1.551 -0.269 1.904
C 0.473 -2.131 -1.777
C 1.786 -2.089 0.199
C -0.139 -0.938 -1.365
C 0.194 -0.313 -0.174
C 1.175 -0.903 0.645
C 1.442 -2.719 -1.020
N 2.093 -3.845 -1.491
H -4.963 2.858 -3.112
H 1.509 2.168 4.080
H -4.221 4.498 -1.146
H 3.133 0.339 4.708
H -2.128 3.296 0.054
H 2.927 -1.704 2.879
H 0.070 -2.547 -2.725
H 2.538 -2.547 0.834
H 3.055 -4.011 -1.186
H 1.910 -4.215 -2.444
```

## Properties
Charge: 0
Structure (SMILES): Nc1cc(-c2ccco2)c2oc(-c3ccco3)nc2c1
Spin multiplicity: 1
Relative energy (zero: lowest compared OMol25 entry of this formula, charge and spin), kJ/mol: 0.00
E_HOMO, eV: -7.740
Strongest force on any atom, Eh/bohr: 0.0571
LUMO, eV: 0.21
Kohn-Sham gap, eV: 7.95

Atomic partial charges in e from the Mulliken method, atoms 1 to 8: number 1, N, carries -0.688; number 2, O, carries -0.337; number 3, O, carries -0.281; number 4, O, carries -0.480; number 5, C, carries 0.640; number 6, C, carries -0.369; number 7, C, carries -0.617; number 8, C, carries -0.446